[1]
DFT (ωB97M-V with the def2-TZVPD basis set) results for C61H53AuN3O4PS3Se as an isolated structure in a non-equilibrium geometry.

Properties
- Orbital gap: 3.410 eV
- Relative energy (zero: lowest compared OMol25 entry of this formula, charge and spin): 44.68 kcal per mole
- HOMO energy: -5.78 eV
- E_LUMO: -2.37 eV

Geometry (Å):
Au1 -0.96174 0.47758 -1.83242
C1 1.31823 0.25576 4.14218
C2 0.18876 0.86940 3.31130
C3 -0.61422 1.83684 4.19825
O1 0.74199 1.53451 2.18402
C4 -0.01817 1.23359 1.03241
C5 -1.20387 0.41369 1.59107
O2 -0.64842 -0.12941 2.77904
C6 -1.89467 -0.72375 0.77222
O3 -2.16947 -0.36734 -0.53626
C7 -1.10889 -2.04008 0.85598
C8 -0.20805 -2.37781 -0.14246
C9 0.43997 -3.60228 -0.14504
C10 0.18097 -4.52872 0.84739
C11 -0.72079 -4.20447 1.84801
C12 -1.34623 -2.96905 1.86547
C13 -3.27738 -0.97107 1.39535
C14 -4.30675 -1.38886 0.56134
C15 -5.57719 -1.60279 1.06361
C16 -5.83742 -1.41915 2.41030
C17 -4.81106 -1.02310 3.24997
C18 -3.54005 -0.79747 2.74880
C19 -0.34174 2.54693 0.26368
O4 -0.99652 2.27226 -0.93051
C20 -1.20656 3.44296 1.15064
C21 -0.60925 4.31516 2.05746
C22 -1.38882 5.08256 2.90550
C23 -2.76963 4.98906 2.85818
C24 -3.36903 4.13502 1.94707
C25 -2.59370 3.36879 1.09207
C26 0.93443 3.30879 -0.10045
C27 2.21902 2.80917 0.03875
C28 3.30856 3.57475 -0.34522
C29 3.12889 4.83496 -0.88323
C30 1.84678 5.32134 -1.06989
C31 0.75983 4.56267 -0.68336
H1 1.81061 1.03857 4.71384
H2 2.05273 -0.21059 3.49037
H3 0.91226 -0.48544 4.82696
H4 0.00759 2.68286 4.47801
H5 -0.93615 1.30566 5.09151
H6 -1.49497 2.20620 3.67973
H7 0.57114 0.59260 0.35042
H8 -1.99845 1.13249 1.84214
H9 -0.01838 -1.66919 -0.93722
H10 1.14188 -3.83046 -0.93466
H11 0.67998 -5.48929 0.83890
H12 -0.93223 -4.91947 2.62991
H13 -2.02831 -2.73591 2.66901
H14 -4.09243 -1.52461 -0.48844
H15 -6.36926 -1.92257 0.40266
H16 -6.82958 -1.59767 2.80129
H17 -5.00183 -0.89082 4.30569
H18 -2.75038 -0.49621 3.42049
H19 0.46802 4.39208 2.10429
H20 -0.90983 5.75255 3.60713
H21 -3.37521 5.58054 3.52840
H22 -4.44582 4.05941 1.89989
H23 -3.06298 2.71262 0.37078
H24 2.38795 1.82553 0.44476
H25 4.30533 3.17499 -0.22966
H26 3.98294 5.42584 -1.17750
H27 1.69246 6.28875 -1.52269
H28 -0.24313 4.93851 -0.83639
N1 -1.24599 -1.10074 -3.18388
S1 -2.71045 -1.65759 -3.55468
C32 -2.32983 -2.52245 -5.10351
C33 -1.90603 -1.79681 -6.20968
C34 -1.53882 -2.46563 -7.36308
C35 -1.59629 -3.85033 -7.41343
C36 -2.01526 -4.56751 -6.30435
C37 -2.38609 -3.90745 -5.14369
C38 -3.69183 -0.32093 -4.34203
C39 -4.79969 -0.67001 -5.09862
C40 -5.54394 0.32346 -5.71242
C41 -5.18436 1.65495 -5.56629
C42 -4.08934 1.99660 -4.79100
C43 -3.34745 1.00498 -4.17018
H29 -0.69410 -0.91481 -4.01526
H30 -1.86526 -0.71734 -6.17318
H31 -1.20166 -1.90690 -8.22268
H32 -1.31466 -4.36991 -8.31683
H33 -2.04692 -5.64570 -6.34164
H34 -2.71035 -4.45848 -4.27420
H35 -5.07069 -1.70856 -5.21320
H36 -6.40082 0.05419 -6.31234
H37 -5.76721 2.42693 -6.04566
H38 -3.79557 3.02855 -4.66598
H39 -2.50766 1.27251 -3.54499
Se1 -0.26006 3.13028 -3.47863
N2 0.13721 1.37624 -3.23556
C44 1.49556 1.27570 -3.14398
C45 2.19249 0.11331 -2.82209
C46 3.56616 0.15207 -2.77039
C47 4.25751 1.33855 -3.04778
C48 3.59375 2.49733 -3.36498
C49 2.18874 2.49609 -3.40985
N3 1.42398 3.57608 -3.63635
H40 1.65181 -0.79033 -2.58658
H41 4.11410 -0.73377 -2.48992
H42 5.33625 1.34266 -2.99681
H43 4.11819 3.42273 -3.54910
S2 4.97901 -3.14615 0.55529
P1 3.83562 -2.01844 1.74484
S3 2.57723 -1.03890 0.54716
C50 3.03085 -3.10143 2.98774
C51 3.79591 -4.09976 3.57987
C52 3.22749 -4.93141 4.52498
C53 1.89565 -4.77465 4.87719
C54 1.13299 -3.79129 4.27293
C55 1.69272 -2.95802 3.31854
C56 4.90813 -0.82176 2.63428
C57 4.61731 0.53585 2.63294
C58 5.50295 1.42171 3.22352
C59 6.69214 0.96247 3.76640
C60 6.99148 -0.39182 3.74580
C61 6.09470 -1.28562 3.18966
H44 4.82449 -4.23812 3.27913
H45 3.82119 -5.70807 4.98402
H46 1.45148 -5.43329 5.61023
H47 0.09331 -3.67036 4.53541
H48 1.08744 -2.21174 2.82686
H49 3.71306 0.90012 2.16435
H50 5.27219 2.47657 3.24123
H51 7.39104 1.66278 4.20140
H52 7.93107 -0.74941 4.14402
H53 6.31341 -2.34462 3.15618



[2]
DFT (ωB97M-V with the def2-TZVPD basis set) results for C61H53Cl3GeN3O7S3Sr as an isolated structure in a non-equilibrium geometry.

Properties
- Orbital gap (spin up / spin down): 3.981 / 3.811 eV
- Charge: -1
- Relative energy (zero: lowest compared OMol25 entry of this formula, charge and spin): 0.16 kcal per mole
- HOMO energy (spin up / spin down): -2.01 / -1.84 eV
- E_LUMO (spin up / spin down): 1.97 / 1.97 eV

Geometry (Å):
Sr1 0.87324 -0.70468 -0.19280
O1 4.76590 1.76110 -0.35253
C1 3.46818 1.41279 -0.19409
O2 3.17526 0.24972 0.07031
C2 2.15206 1.99982 -2.01513
C3 2.76547 2.53867 -3.13980
C4 2.59801 1.94568 -4.37944
C5 1.85093 0.72871 -4.44809
C6 1.32088 0.21929 -3.29709
N1 1.40372 0.84506 -2.09190
C7 0.69321 -1.17282 -3.29899
O3 0.16301 -1.59738 -4.33293
O4 0.82742 -1.81664 -2.20372
H1 5.26391 0.93141 -0.30185
H2 3.39433 3.41828 -3.04481
H3 3.05741 2.37763 -5.26013
H4 1.73300 0.16230 -5.36347
C8 5.95858 0.35386 7.35500
C9 4.93544 0.19238 6.26374
C10 3.96207 -0.80311 6.34221
C11 3.02705 -0.97018 5.33589
C12 3.06672 -0.11956 4.23815
C13 4.03197 0.86447 4.12483
C14 4.95941 1.02054 5.14665
S1 1.85107 -0.32270 2.95297
O5 1.61810 -1.77861 2.72748
C15 0.51078 0.51342 3.81518
C16 0.72378 1.91411 3.83130
C17 -0.21139 2.74117 4.36578
C18 -1.41773 2.20242 4.88467
C19 -2.42010 3.04324 5.42797
C20 -3.58967 2.52041 5.89754
C21 -3.80885 1.12681 5.84241
C22 -2.85601 0.29547 5.32816
C23 -1.62809 0.80877 4.83679
C24 -0.63060 -0.07252 4.28131
C25 -0.89368 -1.53493 4.27990
C26 -0.71586 -2.20785 5.51863
C27 -0.21809 -1.56221 6.68028
C28 -0.03006 -2.24771 7.87436
C29 -0.32856 -3.59685 7.97497
C30 -0.82552 -4.25983 6.84951
C31 -1.02334 -3.60621 5.63709
C32 -1.52993 -4.28371 4.47734
C33 -1.67434 -3.62411 3.28565
C34 -1.34586 -2.27015 3.14157
S2 -1.73759 -1.50260 1.61744
O6 -0.74139 -0.35211 1.42897
C35 -1.21666 -2.79650 0.45974
C36 -0.06309 -3.56393 0.63074
C37 0.28605 -4.45971 -0.36489
C38 -0.47955 -4.59757 -1.52184
C39 -0.01724 -5.46556 -2.65263
C40 -1.64769 -3.85731 -1.64501
C41 -2.01545 -2.95436 -0.66165
H5 5.65866 -0.17871 8.25701
H6 6.10000 1.40463 7.61170
H7 6.92857 -0.04057 7.04404
H8 3.92778 -1.45176 7.21008
H9 2.26271 -1.73651 5.39911
H10 4.06657 1.49749 3.24514
H11 5.71660 1.79262 5.06771
H12 1.63523 2.32751 3.41316
H13 -0.05177 3.81306 4.38840
H14 -2.23659 4.11138 5.45894
H15 -4.35211 3.16988 6.30969
H16 -4.74071 0.71720 6.21174
H17 -3.01180 -0.77459 5.28569
H18 0.03382 -0.50930 6.63994
H19 0.35636 -1.70859 8.73278
H20 -0.18170 -4.13074 8.90555
H21 -1.06585 -5.31670 6.90859
H22 -1.77801 -5.33584 4.55080
H23 -2.05086 -4.17797 2.43338
H24 0.52988 -3.44488 1.53127
H25 1.19196 -5.04529 -0.25745
H26 0.72366 -6.19461 -2.32474
H27 0.43905 -4.82886 -3.41543
H28 -0.84791 -5.99829 -3.11770
H29 -2.25091 -3.95696 -2.53983
H30 -2.91010 -2.35173 -0.76083
C42 2.41815 4.77117 1.50791
Ge1 2.86897 4.34620 -0.35065
C43 1.67898 5.36552 -1.51075
C44 4.72786 4.84593 -0.66260
C45 2.45834 2.43769 -0.58883
H31 2.48622 5.84723 1.67736
H32 3.10020 4.27630 2.20297
H33 1.40081 4.44893 1.73768
H34 1.68584 6.41581 -1.21273
H35 0.65758 4.99086 -1.42451
H36 1.97545 5.28970 -2.55556
H37 4.82933 5.92786 -0.55639
H38 5.05670 4.55774 -1.66089
H39 5.38023 4.35573 0.05805
H40 1.56994 2.25473 0.03919
Cl1 0.25649 2.11920 -9.15004
C46 -0.94020 1.59218 -7.99715
C47 -0.60636 1.50632 -6.65859
C48 -1.56632 1.07009 -5.76162
C49 -2.86548 0.74275 -6.16471
C50 -3.93573 0.32234 -5.17952
C51 -4.10433 1.24475 -3.97178
N2 -3.01186 1.21758 -3.01876
C52 -2.25394 2.31049 -2.65119
C53 -1.39514 1.86551 -1.69432
N3 -1.60930 0.52941 -1.45287
C54 -2.57224 0.17694 -2.26791
O7 -3.87080 -1.01348 -4.69332
C55 -2.83150 -1.86679 -5.16446
C56 -3.13672 -2.38848 -6.53135
C57 -2.24896 -2.44585 -7.54827
Cl2 -0.60956 -1.92042 -7.49044
S3 -2.90854 -3.09135 -8.99514
C58 -4.43405 -3.30411 -8.23334
C59 -4.41240 -2.89145 -6.93943
C60 -3.14022 0.83132 -7.52971
Cl3 -4.70674 0.40361 -8.17335
C61 -2.19537 1.24923 -8.45373
H41 0.38471 1.74991 -6.30747
H42 -1.26444 0.96558 -4.72814
H43 -4.89577 0.40592 -5.69849
H44 -5.04923 0.99470 -3.48578
H45 -4.19054 2.27453 -4.32037
H46 -2.39357 3.27328 -3.11199
H47 -0.63628 2.42712 -1.17805
H48 -2.99997 -0.80520 -2.36436
H49 -2.78737 -2.68338 -4.44106
H50 -1.85072 -1.39908 -5.13222
H51 -5.26718 -3.71481 -8.78064
H52 -5.26626 -2.91628 -6.27730
H53 -2.44191 1.29852 -9.50389



[3]
DFT (ωB97M-V with the def2-TZVPD basis set) results for C61H57CrN4O2SSe as an isolated structure in a non-equilibrium geometry.

Properties
- Orbital gap (spin up / spin down): 5.228 / 6.417 eV
- Spin multiplicity: 4
- ⟨S²⟩: 3.963
- Relative energy (zero: lowest compared OMol25 entry of this formula, charge and spin): 59.84 kcal per mole
- HOMO energy (spin up / spin down): -4.77 / -5.94 eV
- E_LUMO (spin up / spin down): 0.46 / 0.47 eV

Geometry (Å):
Cr1 0.36621 -0.02866 0.18260
O1 -1.65800 -0.20755 -0.41079
C1 -2.31393 -1.51521 -0.63193
C2 -1.54342 -2.51363 0.25422
C3 -0.16965 -2.88065 -0.22071
C4 0.07354 -4.17008 -0.66148
C5 1.35066 -4.55501 -1.01216
C6 2.36118 -3.63070 -0.85296
C7 2.08476 -2.34928 -0.40480
C8 3.22519 -1.40625 -0.14728
C9 3.11032 -0.08787 -0.92137
O2 1.92288 0.51126 -0.50466
C10 4.29242 0.82296 -0.54788
C11 4.08553 1.90416 0.30700
C12 5.14558 2.72729 0.67669
C13 6.42672 2.48081 0.19786
C14 6.63820 1.40509 -0.65512
C15 5.57827 0.58484 -1.02544
C16 3.05622 -0.30390 -2.43599
C17 2.25915 0.54125 -3.20616
C18 2.21753 0.40927 -4.58882
C19 2.96374 -0.57716 -5.22616
C20 3.74610 -1.43558 -4.46492
C21 3.78969 -1.29876 -3.08007
N1 0.80525 -1.93947 -0.14102
C22 -3.78359 -1.45782 -0.20281
C23 -4.15240 -1.74511 1.10746
C24 -5.48121 -1.66504 1.50926
C25 -6.46196 -1.28849 0.60562
C26 -6.10523 -0.98815 -0.70333
C27 -4.77999 -1.07358 -1.10005
C28 -2.11107 -1.91931 -2.08580
C29 -2.79008 -3.03003 -2.58456
C30 -2.54533 -3.49032 -3.87047
C31 -1.61240 -2.84789 -4.67706
C32 -0.92302 -1.74974 -4.18318
C33 -1.16994 -1.28731 -2.89345
H1 -2.13224 -3.42452 0.31108
H2 -1.45917 -2.08330 1.25167
H3 -0.75748 -4.86370 -0.72206
H4 1.55884 -5.55780 -1.36561
H5 3.39191 -3.89429 -1.06442
H6 4.16853 -1.91360 -0.34366
H7 3.21926 -1.11898 0.90680
H8 3.08468 2.10326 0.66708
H9 4.96449 3.56826 1.33744
H10 7.25397 3.12331 0.48081
H11 7.63200 1.20316 -1.03822
H12 5.76369 -0.24000 -1.70666
H13 1.67099 1.30502 -2.70736
H14 1.59266 1.07780 -5.17230
H15 2.92858 -0.68293 -6.30479
H16 4.32944 -2.21352 -4.94715
H17 4.39644 -1.99288 -2.50468
H18 -3.40554 -2.01288 1.84581
H19 -5.74312 -1.89174 2.53517
H20 -7.49844 -1.22791 0.91707
H21 -6.85859 -0.67565 -1.41701
H22 -4.51790 -0.84435 -2.12670
H23 -3.51783 -3.54212 -1.96135
H24 -3.08538 -4.35476 -4.24284
H25 -1.42581 -3.20207 -5.68396
H26 -0.17725 -1.24947 -4.79171
H27 -0.61497 -0.43413 -2.52196
S1 -1.63054 1.39007 3.93267
C34 -0.24949 0.39230 4.33101
C35 0.38040 0.24930 5.55786
C36 1.46706 -0.61566 5.65730
C37 1.89139 -1.32796 4.53804
C38 1.25877 -1.18316 3.31083
C39 0.18700 -0.29864 3.19203
N2 -0.51982 -0.03130 2.03133
C40 -1.56832 0.83774 2.25573
C41 -2.46184 1.33952 1.27668
C42 -3.36915 2.40450 1.55961
C43 -4.10963 3.01054 0.56650
C44 -3.99742 2.60005 -0.76556
C45 -3.16489 1.52887 -1.06116
C46 -2.46539 0.89704 -0.06830
H28 0.02841 0.80015 6.42493
H29 1.97655 -0.73672 6.60543
H30 2.72630 -2.01261 4.62718
H31 1.57692 -1.75988 2.44894
H32 -3.45912 2.75379 2.58386
H33 -4.77925 3.82434 0.82430
H34 -4.55171 3.09787 -1.55259
H35 -3.05441 1.17590 -2.08147
C47 4.90691 6.00878 -2.42520
C48 4.23780 5.00680 -1.48569
C49 3.15309 4.16805 -2.15766
C50 1.88226 4.94203 -2.49311
N3 1.20639 5.44790 -1.29615
C51 0.52035 4.67196 -0.41713
Se1 0.10654 2.91681 -0.62482
N4 0.16637 5.46415 0.62559
C52 -0.52969 4.97462 1.82142
C53 0.33884 4.07892 2.70239
C54 1.67163 4.69844 3.11572
C55 1.53287 5.88907 4.06731
C56 0.59003 6.77137 0.39414
C57 0.43581 7.93909 1.12345
C58 0.97602 9.10104 0.58997
C59 1.64544 9.08994 -0.63540
C60 1.78962 7.91778 -1.36599
C61 1.24967 6.76177 -0.82889
H36 5.76148 6.49231 -1.94564
H37 4.22062 6.80254 -2.73856
H38 5.27054 5.50687 -3.32857
H39 3.81227 5.53544 -0.62368
H40 4.99008 4.32668 -1.08229
H41 2.87975 3.33037 -1.51298
H42 3.54012 3.73493 -3.08700
H43 1.18063 4.30556 -3.02833
H44 2.10097 5.80605 -3.11991
H45 -1.40887 4.42077 1.49302
H46 -0.86698 5.85492 2.36763
H47 0.51362 3.14442 2.16902
H48 -0.24963 3.82546 3.59055
H49 2.22605 5.00430 2.22004
H50 2.27145 3.92007 3.59477
H51 1.10238 6.76129 3.56663
H52 2.50324 6.19360 4.46731
H53 0.88697 5.63396 4.91451
H54 -0.09902 7.95398 2.06469
H55 0.87565 10.03156 1.13554
H56 2.05525 10.01192 -1.02774
H57 2.30135 7.91607 -2.31943



- Which value of relative energy (zero: lowest compared OMol25 entry of this formula, charge and spin) does entry 2 give?
  0.16 kcal per mole



- Among the records above, which one has the lowest relative energy (zero: lowest compared OMol25 entry of this formula, charge and spin)?
  C61H53Cl3GeN3O7S3Sr



- Look up the relative energy (zero: lowest compared OMol25 entry of this formula, charge and spin) of the third one.
  59.84 kcal per mole